Computed, not measured: C8H16O as an isolated structure in a non-equilibrium geometry, with ωB97M-V/def2-TZVPD.

Atoms and positions in Å:
O: 0.834 -2.013 -0.432
C: -1.301 -0.276 -1.771
C: 0.013 1.798 -1.032
C: -0.235 0.810 1.712
C: 0.750 -0.637 -0.040
C: -0.437 -0.159 0.658
C: -1.503 -1.199 1.005
C: 2.591 -0.252 0.528
C: -0.205 0.281 -0.827
H: -2.172 -0.866 1.788
H: 2.845 -1.208 0.777
H: -1.203 1.371 1.787
H: 0.474 1.492 1.347
H: -1.048 0.290 -2.732
H: -0.024 0.346 2.612
H: 2.948 0.005 -0.408
H: 0.456 2.348 -0.232
H: -1.049 2.240 -1.101
H: -1.003 -2.042 1.423
H: 0.428 2.042 -2.071
H: 2.667 0.583 1.329
H: 1.668 -2.061 -0.959
H: -2.353 -0.055 -1.626
H: -2.080 -1.536 0.152
H: -1.060 -1.303 -1.887

Output
HOMO level = -8.704 eV
DFT total energy = -389.5244 Eh
Kohn-Sham gap = 9.536 eV
relative energy (zero: lowest compared OMol25 entry of this formula, charge and spin) = 80.6 kcal per mole
net charge = 0